# 1
Below is C31H23N5O3S5V as an isolated structure, with properties calculated with ωB97M-V with the def2-TZVPD basis set.

Last column: Löwdin spin population.
Element x y z (Å)
V -0.353 -0.403 -0.024  2.17
S 3.974 1.671 0.423  0.00
C 4.039 -0.004 0.771  0.00
C 2.841 -0.606 0.531  0.00
C 1.789 0.261 0.057  -0.01
C 2.290 1.535 -0.047  0.01
C 1.537 2.761 -0.381  0.00
C 1.723 3.959 0.315  0.00
C 0.865 5.019 0.077  0.00
C -0.150 4.867 -0.855  0.00
C -0.225 3.659 -1.534  0.00
N 0.599 2.642 -1.323  0.01
H 4.959 -0.452 1.119  0.00
H 2.695 -1.664 0.715  0.00
H 2.486 4.020 1.081  0.00
H 0.954 5.935 0.649  0.00
H -0.889 5.640 -1.017  0.00
H -1.001 3.484 -2.273  0.00
C -2.989 -1.639 3.612  0.00
N -2.385 -2.636 2.753  0.00
C -3.051 -3.693 2.162  0.00
C -2.241 -4.199 1.217  0.01
N -1.078 -3.450 1.235  0.01
C -1.178 -2.467 2.164  0.02
S -0.019 -1.288 2.503  0.01
C -0.044 -3.536 0.260  0.13
C 0.528 -4.762 0.021  0.01
C 1.469 -4.907 -0.993  0.21
C 1.784 -3.747 -1.736  0.05
C 1.186 -2.556 -1.435  0.10
N 0.260 -2.387 -0.430  0.18
H -3.791 -2.104 4.183  0.00
H -3.385 -0.822 3.006  0.00
H -2.232 -1.241 4.283  0.00
H -4.058 -3.954 2.433  0.00
H -2.395 -4.976 0.492  0.00
H 0.228 -5.599 0.641  0.00
H 1.938 -5.860 -1.193  0.02
H 2.495 -3.781 -2.551  0.00
H 1.407 -1.661 -1.998  0.01
S -0.737 -0.017 -2.359  0.00
C -1.906 -1.313 -2.625  0.01
C -1.978 -1.950 -3.869  0.00
C -2.897 -2.958 -4.130  0.00
C -3.777 -3.355 -3.132  0.00
C -3.721 -2.737 -1.889  0.00
C -2.800 -1.721 -1.607  0.01
S -2.771 -0.946 -0.033  0.00
H -1.281 -1.638 -4.639  0.00
H -2.917 -3.435 -5.105  0.00
H -4.499 -4.144 -3.314  0.00
H -4.401 -3.037 -1.099  0.00
O -3.287 4.170 3.532  0.00
S -2.241 4.287 2.543  0.00
O -2.159 5.559 1.863  0.00
N -2.234 3.051 1.517  0.01
C -1.134 2.315 1.646  0.01
O -0.811 1.327 0.974  0.01
C -0.194 2.801 2.718  0.00
C 1.026 2.261 3.082  0.00
C 1.753 2.911 4.071  0.00
C 1.264 4.070 4.675  0.00
C 0.034 4.602 4.303  0.00
C -0.673 3.939 3.319  0.00
H 1.402 1.380 2.573  0.00
H 2.718 2.520 4.370  0.00
H 1.852 4.563 5.440  0.00
H -0.353 5.505 4.759  0.00

* E_HOMO (spin up / spin down): 0.140 / -1.499 eV
* Kohn-Sham gap (spin up / spin down): 4.15 / 5.79 eV
* charge: -2
* LUMO energy (spin up / spin down): 4.291 / 4.291 eV
* M: 724.84 g/mol
* total energy: -4629.706147 Ha
* spin multiplicity: 4
* ΔE to the lowest compared entry with this formula, charge and spin: 35.68 kcal per mole
* strongest force on any atom: 0.57 eV/A


# 2
Below is C14H12O6PdS as an isolated structure, with properties calculated with ωB97M-V with the def2-TZVPD basis set.

Last column: natural (NBO) charge in e.
Element x y z (Å)
Pd 2.166 1.935 -1.127  0.96
O 5.794 4.029 0.036  -0.64
C 4.710 3.271 0.036  0.81
O 4.364 2.638 -0.944  -0.65
C 4.050 3.243 1.404  -0.19
O 2.776 2.670 1.387  -0.53
C 1.699 3.610 1.442  -0.19
C 1.597 4.483 0.187  0.72
O 1.519 5.687 0.310  -0.60
O 1.632 3.880 -0.967  -0.70
H 6.196 3.997 -0.847  0.51
H 4.055 4.256 1.816  0.22
H 4.695 2.619 2.031  0.23
H 1.817 4.266 2.306  0.20
H 0.796 3.010 1.551  0.22
C -2.855 -5.165 0.764  -0.73
C -4.287 -5.146 0.305  0.44
O -5.105 -5.964 0.625  -0.54
S -4.816 -3.879 -0.857  0.23
C -3.446 -2.751 -0.923  -0.21
C -2.506 -2.849 -1.943  -0.20
C -1.444 -1.964 -2.000  -0.20
C -1.303 -0.969 -1.032  -0.03
C -2.261 -0.861 -0.021  -0.19
C -3.329 -1.739 0.026  -0.21
C -0.194 -0.064 -1.060  -0.13
C 0.746 0.697 -1.130  -0.24
H -2.772 -5.864 1.593  0.24
H -2.504 -4.179 1.059  0.24
H -2.228 -5.506 -0.062  0.24
H -2.610 -3.625 -2.691  0.23
H -0.713 -2.038 -2.794  0.23
H -2.162 -0.078 0.719  0.22
H -4.077 -1.649 0.803  0.23

* E_HOMO (spin up / spin down): -8.720 / -8.717 eV
* Kohn-Sham gap (spin up / spin down): 6.46 / 6.46 eV
* charge: 0
* LUMO energy (spin up / spin down): -2.256 / -2.255 eV
* M: 414.73 g/mol
* total energy: -1518.085009 Ha
* spin multiplicity: 1
* ΔE to the lowest compared entry with this formula, charge and spin: 12.97 kcal per mole
* strongest force on any atom: 1.73 eV/A


# 3
Below is C50H65N2O2P2SiV as an isolated structure, with properties calculated with ωB97M-V with the def2-TZVPD basis set.

Last column: Löwdin spin population.
Element x y z (Å)
V -1.218 -0.362 0.660  2.60
C -0.681 -4.077 2.582  -0.01
Si -0.621 -2.522 1.447  -0.03
C 1.192 -1.817 1.561  0.01
C 2.306 -2.617 1.357  0.00
C 3.579 -2.074 1.255  0.01
C 3.753 -0.705 1.354  0.00
C 2.676 0.106 1.678  0.01
C 1.402 -0.440 1.812  0.02
P -0.069 0.418 2.491  0.06
C 0.227 0.008 4.316  0.01
C 0.005 -1.479 4.564  0.00
C 0.506 -1.879 5.950  0.00
C 2.032 -1.716 6.043  0.00
C 2.558 -0.767 4.966  0.00
C 1.632 0.433 4.792  0.00
C -0.007 2.333 2.457  0.01
C -1.131 2.782 1.509  0.01
C -1.367 4.291 1.540  0.00
C -1.730 4.753 2.945  0.00
C -0.566 4.412 3.860  0.00
C -0.339 2.902 3.849  0.00
C -1.484 -3.131 -0.166  0.00
C -2.363 -4.204 -0.041  0.00
C -3.212 -4.581 -1.063  0.00
C -3.207 -3.873 -2.252  -0.01
C -2.337 -2.809 -2.412  0.00
C -1.485 -2.419 -1.383  0.00
P -0.124 -1.208 -1.580  0.03
C 1.045 -2.369 -2.503  0.01
C 1.556 -3.449 -1.543  0.00
C 2.094 -4.673 -2.294  0.00
C 2.685 -4.242 -3.630  0.00
C 1.570 -3.728 -4.546  0.00
C 0.460 -3.031 -3.746  0.00
C -0.502 0.161 -2.851  0.00
C 0.842 0.603 -3.444  0.00
C 0.705 1.933 -4.177  0.00
C -0.325 1.801 -5.293  0.00
C -1.669 1.361 -4.719  0.00
C -1.544 0.033 -3.965  0.00
H -0.475 -4.967 1.995  0.00
H -1.666 -4.194 3.023  0.00
H 0.035 -4.050 3.394  0.00
H 2.171 -3.686 1.267  0.00
H 4.425 -2.721 1.077  0.00
H 4.732 -0.273 1.217  0.00
H 2.850 1.163 1.833  0.00
H -0.539 0.553 4.873  0.00
H 0.570 -2.051 3.833  0.00
H -1.056 -1.713 4.451  0.00
H 0.232 -2.918 6.137  0.00
H 0.007 -1.273 6.708  0.00
H 2.523 -2.683 5.925  0.00
H 2.299 -1.339 7.031  0.00
H 2.651 -1.301 4.021  0.00
H 3.554 -0.415 5.234  0.00
H 2.086 1.131 4.086  0.00
H 1.548 0.942 5.755  0.00
H 0.961 2.716 2.115  0.00
H -2.055 2.273 1.822  0.00
H -0.642 1.289 0.196  0.05
H -2.173 4.542 0.852  0.00
H -0.464 4.818 1.224  0.00
H -2.636 4.248 3.283  0.00
H -1.928 5.826 2.944  0.00
H -0.781 4.730 4.881  0.00
H 0.331 4.934 3.521  0.00
H -1.263 2.435 4.204  0.00
H 0.462 2.670 4.546  0.00
H -2.381 -4.768 0.876  0.00
H -3.876 -5.422 -0.929  0.00
H -3.868 -4.152 -3.057  0.00
H -2.329 -2.292 -3.356  0.00
H 1.896 -1.747 -2.801  0.00
H 0.754 -3.772 -0.873  0.00
H 2.350 -3.012 -0.938  0.00
H 1.293 -5.392 -2.469  0.00
H 2.854 -5.166 -1.685  0.00
H 3.201 -5.075 -4.107  0.00
H 3.426 -3.458 -3.455  0.00
H 1.129 -4.563 -5.093  0.00
H 1.992 -3.042 -5.282  0.00
H -0.288 -3.763 -3.439  0.00
H -0.034 -2.300 -4.385  0.00
H -0.872 0.982 -2.211  0.00
H 1.191 -0.144 -4.158  0.00
H 1.596 0.690 -2.654  0.00
H 1.674 2.223 -4.586  0.00
H 0.385 2.715 -3.484  0.00
H 0.022 1.062 -6.019  0.00
H -0.436 2.752 -5.816  0.00
H -2.396 1.246 -5.525  0.00
H -2.045 2.129 -4.040  0.00
H -1.261 -0.736 -4.685  0.00
H -2.521 -0.214 -3.542  0.00
O 3.485 6.350 -2.589  0.00
C 3.597 5.179 -1.951  0.00
O 4.672 4.727 -1.667  0.00
C 2.342 4.455 -1.579  0.00
C 2.499 3.168 -1.061  0.00
C 1.422 2.463 -0.568  0.00
C 0.152 3.033 -0.579  0.01
C -0.026 4.287 -1.156  0.00
C 1.057 4.993 -1.642  0.00
N -0.928 2.324 0.078  0.08
C -2.172 2.286 -0.668  0.04
C -3.135 1.322 -0.445  0.02
C -4.374 1.396 -1.154  0.00
C -5.352 0.478 -0.932  0.01
C -5.141 -0.547 0.012  0.00
C -3.938 -0.585 0.663  0.02
N -2.937 0.284 0.437  0.01
H 2.575 6.601 -2.796  0.00
H 3.497 2.756 -1.049  0.00
H 1.568 1.471 -0.159  0.00
H -1.004 4.735 -1.218  0.00
H 0.869 5.978 -2.043  0.00
H -2.351 3.081 -1.367  0.00
H -4.508 2.203 -1.859  0.00
H -6.285 0.544 -1.470  0.00
H -5.911 -1.268 0.227  0.00
H -3.727 -1.342 1.418  0.00

* E_HOMO (spin up / spin down): -8.936 / -9.489 eV
* Kohn-Sham gap (spin up / spin down): 6.36 / 6.91 eV
* charge: +1
* LUMO energy (spin up / spin down): -2.576 / -2.582 eV
* M: 867.06 g/mol
* total energy: -4120.195239 Ha
* spin multiplicity: 4
* strongest force on any atom: 3.12 eV/A


> Which of these has the highest M?

C50H65N2O2P2SiV


> Which of these has the lowest M?

C14H12O6PdS


> Among the records above, which one has the lowest strongest force on any atom?

C31H23N5O3S5V


> What is the formula in the third record?

C50H65N2O2P2SiV